Entry from the OMol25 dataset: a 9-piece molecular cluster, C7H31NO8 overall in a non-equilibrium geometry (ωB97M-V/def2-TZVPD).

The geometry in XYZ format:
```
47
Properties=species:S:1:pos:R:3:forces:R:3:nbo_charge:R:1
C -3.2493 -0.0558 -1.0649 0.0778 1.1822 1.2757 -0.628
C -2.5874 -0.2720 0.3245 -0.4024 -1.0674 -1.0534 -0.403
C -1.6460 -1.5031 0.3469 -0.0067 -0.9611 0.8845 -0.393
C -0.5414 -1.4527 -0.7438 -0.4853 0.2767 -0.0656 -0.450
N 2.4111 -1.4895 -1.1629 0.9779 1.3153 -0.4787 -0.869
C 1.7126 -0.2952 -0.8204 0.0134 0.0029 -0.4072 0.182
C 0.3960 -0.2841 -0.5966 0.1331 -0.9684 -0.2847 -0.312
C 2.5417 0.9599 -0.8161 -0.8110 -0.0749 -2.1620 -0.656
H -3.9919 0.7614 -1.0292 0.2332 -0.2792 0.1390 0.204
H -3.7648 -0.9215 -1.3955 -0.4347 -0.9798 -0.3480 0.201
H -2.5265 0.2439 -1.8009 0.3858 0.0012 -0.4197 0.227
H -2.0340 0.5933 0.6025 0.4134 0.6911 0.2288 0.195
H -3.3606 -0.3817 1.0850 -0.0001 -0.1130 0.0700 0.203
H -1.1328 -1.5684 1.3995 -1.1928 -0.0476 -2.0314 0.205
H -2.2810 -2.4571 0.1668 1.0028 1.4116 0.4525 0.200
H 0.0154 -2.3739 -0.7683 0.1864 -0.5257 0.2076 0.193
H -1.0137 -1.4275 -1.7484 0.0629 0.1886 0.4336 0.222
H 2.0687 -2.2553 -0.6314 0.0329 -0.8097 0.4406 0.394
H 3.4491 -1.4045 -1.1440 -1.3894 -0.1438 0.1659 0.383
H -0.0726 0.6357 -0.3562 -0.1115 0.7328 0.1990 0.211
H 1.9408 1.8562 -1.0422 0.1843 -0.4013 0.1755 0.224
H 3.0026 1.0734 0.1031 1.0657 0.4014 1.8770 0.228
H 3.3318 0.9113 -1.5814 -0.2249 -0.0508 0.1145 0.210
H -0.2843 0.6097 -3.4696 0.8323 -1.3314 -0.6147 0.499
H -0.2148 1.3941 -2.1660 0.1447 -0.4450 -0.3529 0.466
O -0.6536 1.3500 -3.0249 -1.0526 2.0313 0.9822 -0.985
H -0.6081 -0.0342 3.0078 -0.2832 0.4760 -0.1442 0.527
H -0.2431 -0.9453 4.2184 0.4870 0.1608 -1.6475 0.499
O -0.0306 -0.7847 3.2539 -0.6028 -0.4955 2.3534 -1.002
H 1.5923 1.5777 1.7429 -0.6182 0.9991 -0.2719 0.511
H 0.7721 2.5338 0.7370 0.0780 0.0140 -0.0521 0.501
O 1.0159 2.4090 1.6635 0.6452 -0.9508 0.5399 -0.996
H 1.2008 -1.0979 -3.1118 0.4664 -0.3243 0.7348 0.497
H 1.4996 -0.5453 -4.5269 -1.3921 -0.4311 1.1868 0.482
O 0.7581 -0.7629 -3.8867 1.1731 0.3897 -2.0553 -0.961
H 1.5289 -0.2638 2.6974 -0.4280 0.1507 0.7172 0.493
H 2.3736 -0.6145 1.5473 0.1571 0.1474 -0.1554 0.494
O 2.2520 0.1027 2.1851 0.8329 -0.1303 -0.3033 -0.966
H 0.5825 -3.1017 1.2903 -0.4731 -0.4958 -0.2561 0.470
H 0.7173 -1.9277 2.2539 0.1505 -0.5165 -0.3518 0.496
O 1.2299 -2.5085 1.6482 0.4965 0.3622 0.4708 -0.989
H -0.3383 1.8551 2.2952 -0.7704 0.3111 0.3817 0.511
H -1.5884 2.0930 3.2965 0.0436 0.4313 0.3370 0.483
O -1.2574 1.5232 2.6106 0.7605 -0.4645 -0.6933 -1.026
H -1.3610 2.5422 0.1270 -0.8087 -0.2778 0.6087 0.490
H -0.9686 2.8610 -1.3043 -0.3491 0.1596 -0.6878 0.498
O -0.6426 2.8423 -0.4108 0.7997 0.4488 -0.1398 -0.962
```
Positions in Å, forces in eV/Å.

Highest occupied orbital energy ... -8.3 eV
Net charge ... 0
Relative energy (zero: lowest compared OMol25 entry of this formula, charge and spin) ... 74.6 kJ/mol
Spin multiplicity ... 1

Entry from the OMol25 dataset: a 9-piece molecular cluster, C7H32FN15O7 overall in a non-equilibrium geometry (ωB97M-V/def2-TZVPD).

The geometry in XYZ format:
```
62
Properties=species:S:1:pos:R:3:forces:R:3:nbo_charge:R:1
N -0.2288 0.1673 -0.0706 -0.2149 -0.7445 0.9175 -0.929
H -0.6869 0.5042 0.7890 -0.3815 0.4508 -0.2221 0.469
H 0.6398 -0.2993 0.2541 1.1700 -0.0540 -0.2461 0.474
H -0.0034 0.8687 -0.7622 -0.0542 0.1361 0.1228 0.405
H -0.7684 -0.5834 -0.5205 -0.2292 0.3542 -0.1461 0.468
F 2.1941 -0.8578 0.3736 -0.3660 0.0320 0.0036 -0.886
C -1.9798 1.7199 3.1603 2.4678 0.8632 -1.5435 0.791
O -1.6031 1.0043 2.2201 -0.9581 -0.3629 0.4161 -0.739
N -1.0787 2.0567 4.1147 -0.2501 -0.1305 0.3282 -0.826
N -3.1229 2.4176 3.1457 -1.2060 0.2430 0.5861 -0.824
H -1.1803 2.8368 4.7359 -0.1374 -0.0726 0.0503 0.387
H -0.1881 1.5910 4.0545 -0.1874 -0.2723 0.4494 0.425
H -3.7206 2.4458 2.3419 0.1283 -0.2937 -0.0781 0.411
H -3.3789 2.9739 3.9410 -0.0572 0.0214 -0.0720 0.389
C -4.1565 -1.2395 0.5557 1.5322 0.9238 0.0075 0.780
O -3.1695 -0.7670 -0.0117 -0.5063 -0.2875 0.0107 -0.700
N -4.0538 -2.1574 1.5557 0.2969 -0.0322 -0.8244 -0.837
N -5.4178 -0.8291 0.3219 -1.7254 -0.2874 0.0221 -0.844
H -4.8247 -2.2816 2.1819 0.2633 -0.1487 0.3436 0.396
H -3.0957 -2.3713 1.7771 -0.2272 -0.2133 0.4548 0.419
H -5.6810 -0.0766 -0.2855 0.5594 -0.0273 -0.2422 0.406
H -6.1439 -1.5047 0.4959 -0.1100 0.1986 0.0693 0.386
C 2.9960 -4.2475 -1.0704 0.9113 -0.5609 -0.6536 0.768
O 3.4956 -5.1429 -1.7470 -0.5439 0.0501 0.2056 -0.684
N 2.7388 -3.0081 -1.5473 -0.4696 0.3908 0.1383 -0.861
N 2.7409 -4.3811 0.2655 -0.1630 0.3042 0.1630 -0.852
H 2.4864 -2.2625 -0.9135 -0.0786 0.1532 0.1025 0.423
H 2.7299 -2.8176 -2.5297 0.3514 -0.2512 -0.0412 0.397
H 2.2556 -3.6251 0.7146 -0.0331 -0.1729 0.2566 0.388
H 2.7894 -5.2887 0.6859 0.0483 0.0019 -0.0432 0.401
C 0.7811 5.1516 -0.2035 -1.8660 1.2885 -0.4848 0.763
O -0.3980 5.5085 -0.3054 0.8181 -0.0904 0.2051 -0.677
N 1.7594 6.0502 0.0966 0.6622 0.8301 0.4401 -0.850
N 1.1276 3.8943 -0.5131 0.7821 -0.6499 0.4218 -0.835
H 2.6691 5.8846 0.4915 -0.0606 -0.6752 -0.2011 0.391
H 1.4559 6.9940 0.2639 -0.3919 -0.1411 -0.0081 0.405
H 2.1019 3.6481 -0.5559 -0.1835 -0.3226 -0.3699 0.396
H 0.4067 3.4082 -1.0135 0.2557 -0.2606 -0.0373 0.408
C 2.9406 -0.0333 -3.4558 1.4326 1.0456 0.2730 0.760
O 3.6288 0.1926 -4.4477 -0.5681 -0.5452 0.1960 -0.671
N 3.5050 -0.1399 -2.2088 -0.1602 0.1954 -1.1819 -0.867
N 1.5757 -0.0247 -3.4550 -1.4465 -0.6321 0.0697 -0.868
H 2.9752 -0.2523 -1.3564 0.2405 -0.1871 0.3670 0.431
H 4.5080 -0.1152 -2.2664 -0.0365 -0.0707 0.5556 0.407
H 1.1156 -0.3120 -4.3075 0.4412 0.3870 -0.2710 0.384
H 1.1083 -0.5085 -2.6963 0.2001 0.0308 0.1532 0.399
C 1.3162 -0.3175 3.7502 -0.3468 -0.6653 0.1006 0.773
O 0.6957 -0.2179 4.8122 0.4469 0.5197 -0.6436 -0.695
N 1.9250 0.6846 3.0646 0.4821 0.8048 -0.3103 -0.863
N 1.4658 -1.4988 3.0926 -0.2022 -0.4745 0.4898 -0.862
H 2.4845 0.4508 2.2565 -0.2331 -0.0654 -0.1154 0.423
H 1.8253 1.6615 3.2676 -0.0420 -0.1467 0.3981 0.390
H 0.9895 -2.2845 3.4984 0.0759 0.0078 -0.0763 0.394
H 1.7880 -1.5138 2.1352 0.0673 0.0186 -0.3176 0.432
C -1.4447 -1.4254 -3.0967 0.4985 0.4235 0.8411 0.796
O -0.6548 -1.3685 -2.1506 -0.1415 -0.4625 -0.5389 -0.720
N -1.1682 -2.0324 -4.2702 -0.6513 -0.2608 -1.3754 -0.830
N -2.6702 -0.8474 -3.0227 -1.0463 0.5158 -0.4677 -0.835
H -1.8946 -2.0904 -4.9643 -0.0781 0.0917 0.1255 0.387
H -0.3335 -2.4964 -4.5797 0.3693 0.0937 0.9297 0.422
H -2.9524 -0.2679 -2.2467 0.5736 -0.4636 0.5388 0.429
H -3.2156 -0.6275 -3.8398 0.2789 -0.3505 -0.2412 0.382
```
Positions in Å, forces in eV/Å.

Highest occupied orbital energy ... -8.8 eV
Net charge ... 0
Relative energy (zero: lowest compared OMol25 entry of this formula, charge and spin) ... 0.0 kJ/mol
Spin multiplicity ... 1

Entry from the OMol25 dataset: a 10-piece molecular cluster, C7H33NO9 overall in a non-equilibrium geometry (ωB97M-V/def2-TZVPD).

The geometry in XYZ format:
```
50
Properties=species:S:1:pos:R:3:forces:R:3:nbo_charge:R:1
C -0.4517 -0.9628 -2.2245 0.5385 -1.0301 0.6587 -0.218
N 0.0152 -0.1136 -1.1067 -0.6837 -0.8282 -0.1218 -0.737
C -1.0581 0.6346 -0.4126 0.0632 0.3347 0.0959 -0.044
C -0.3925 1.5638 0.6464 -0.3473 1.2537 -1.1071 -0.467
C 0.4619 0.8094 1.5942 0.5701 0.3704 0.1517 -0.214
C 0.0472 0.4405 2.7958 0.3453 0.1416 0.6544 -0.382
C -1.9428 1.4682 -1.3460 0.3434 1.5478 0.3075 -0.642
C -0.9485 -2.3216 -1.6772 -1.2604 -0.0423 -1.3097 -0.636
H 0.4019 -1.1300 -2.9077 -0.3254 0.0823 0.3305 0.200
H -1.2537 -0.5495 -2.8248 -0.0832 0.4334 -0.0668 0.184
H 0.7472 0.5104 -1.4382 -0.1155 0.5430 -0.1745 0.432
H -1.7229 -0.1099 0.1116 0.6783 0.7002 -0.3683 0.186
H 0.2164 2.3866 0.1163 -0.7962 -1.3257 0.4991 0.217
H -1.1993 2.1161 1.1617 0.3061 -0.4310 -0.0766 0.236
H 1.4685 0.5869 1.2069 -0.4776 -0.1333 0.5162 0.198
H -0.9392 0.6769 3.1763 -0.0471 0.1781 -0.2425 0.198
H 0.6421 -0.1124 3.5193 0.1854 -0.0132 -0.3452 0.198
H -1.3376 2.1793 -1.9657 -0.1984 -0.6863 0.4690 0.221
H -2.5211 0.8683 -2.0253 -0.3955 -0.2521 -0.1588 0.208
H -2.6213 2.1282 -0.7468 0.3705 -0.7813 -0.4127 0.227
H -1.3248 -2.9886 -2.5079 0.2935 0.7493 0.8010 0.217
H -0.1997 -2.8741 -1.1716 1.1921 -0.4818 0.3260 0.188
H -1.7632 -2.2127 -0.9477 -0.0829 0.2268 -0.3776 0.218
H -3.8270 -0.3384 0.5669 -0.4126 -0.5979 -0.0897 0.512
H -4.8178 -1.4921 0.0594 1.5491 0.4358 0.4604 0.484
O -3.8802 -1.3046 0.3401 -1.4815 -0.0446 -0.6625 -1.007
H -0.3987 -2.8197 1.0770 -0.6521 -2.7639 -0.8100 0.478
H -0.2497 -1.4255 0.6098 0.1967 -0.0618 0.7610 0.530
O -0.1746 -1.9976 1.4213 0.5605 2.2289 -0.1750 -0.979
H -4.1466 1.2567 2.3195 0.6597 -0.3003 -0.5612 0.484
H -2.9004 0.3092 2.1207 -0.4454 0.2620 0.0623 0.511
O -3.4621 0.9976 1.6676 -0.2787 0.2362 0.6771 -1.001
H 3.4784 1.8040 0.3142 0.2474 -0.3331 0.1450 0.501
H 2.4755 2.6699 1.0702 -0.1665 0.0959 0.3050 0.477
O 2.9768 2.6276 0.2571 -0.0968 0.6949 -0.0236 -0.964
H 4.2724 -0.3446 -2.7296 0.0121 1.1411 0.3744 0.471
H 4.3007 0.4449 -1.3960 0.1195 -0.0427 -0.1190 0.497
O 4.2517 0.5719 -2.3639 0.3006 -1.3314 -0.6802 -0.979
H 2.1392 2.3108 -1.2107 -0.0897 -0.7819 -1.6070 0.499
H 2.7024 1.4587 -2.3878 1.9885 -0.8150 -0.6419 0.491
O 1.9145 1.8522 -2.0896 -2.2483 1.7133 1.9521 -1.017
H -3.0356 -1.6970 1.9545 0.2833 0.2861 0.5050 0.500
H -1.5317 -1.5440 2.3178 -1.0177 0.3243 0.4845 0.503
O -2.4481 -1.2970 2.6383 0.4514 -0.5863 -0.5910 -1.010
H 1.6812 -1.8282 1.0245 -0.5211 -0.1226 0.6054 0.507
H 1.6578 -1.1942 -0.3472 -1.0151 0.5745 -0.6648 0.500
O 2.2322 -1.6328 0.2720 1.9075 -0.3616 -0.1122 -0.970
H 3.4381 -0.5546 0.3838 1.1111 1.3198 -0.1895 0.524
H 4.8814 -0.0498 0.7953 1.3873 -0.3707 0.8732 0.488
O 4.1463 0.2224 0.2887 -2.4224 -1.3551 -0.3261 -1.016
```
Positions in Å, forces in eV/Å.

Highest occupied orbital energy ... -9.2 eV
Net charge ... 0
Relative energy (zero: lowest compared OMol25 entry of this formula, charge and spin) ... 99.8 kJ/mol
Spin multiplicity ... 1